A molecular structure, C6H16N6 in a non-equilibrium geometry, computed with the ωB97M-V functional and the def2-TZVPD basis.

Structure (XYZ):
```
28
Properties=species:S:1:pos:R:3:forces:R:3:mulliken_charge:R:1
C 0.792840 -1.431570 -0.002597 -0.5 -1.3 0.2 -0.37
C 1.845983 -0.767570 -0.060577 2.3 2.1 -0.8 0.27
C 1.263811 1.558466 -0.108376 -2.2 -0.2 -0.1 0.46
C -0.774528 0.356567 0.393808 -0.6 -2.5 -1.7 -0.13
C -2.265737 -1.361315 -0.686014 -0.1 -0.7 -0.2 -0.78
C -3.124960 0.849510 -0.111219 -0.9 0.5 -0.1 -0.87
N -0.029649 1.315713 -0.060962 1.7 2.3 -0.7 -0.51
N 2.177256 0.565529 -0.136369 1.3 -0.6 0.4 -0.13
N 1.673519 2.813865 -0.240835 0.6 0.2 -0.2 -0.36
N -0.994810 0.060212 1.676549 -0.4 -0.2 2.1 -0.27
N 3.538222 -1.623832 0.003915 -0.4 -0.3 0.1 -0.60
N -1.931996 0.065258 -0.519766 -0.1 0.8 0.2 -0.03
H 0.521480 -2.453516 0.087829 -0.8 -0.4 0.1 0.51
H -3.108790 -1.460255 -1.368904 0.0 0.1 0.0 0.37
H -1.415722 -1.896988 -1.103224 0.0 0.1 0.0 0.33
H -2.546352 -1.813165 0.263574 0.0 0.2 0.0 0.38
H -2.859694 1.893323 0.026168 0.2 0.0 0.0 0.32
H -3.886963 0.781486 -0.882898 0.0 -0.1 -0.1 0.38
H -3.535603 0.464915 0.816357 0.1 -0.1 0.0 0.39
H 3.135220 0.811577 -0.342595 0.1 0.0 0.2 0.26
H 1.006400 3.569253 -0.226537 -0.1 -0.1 0.0 0.25
H 2.639410 3.055805 -0.397002 -0.1 0.0 0.0 0.19
H -0.301203 0.310836 2.364484 -0.2 0.1 0.0 0.28
H -1.676719 -0.622522 1.967766 0.2 0.0 0.0 0.20
H 4.322068 -1.145343 -0.438063 -0.1 0.1 -0.1 0.34
H 3.411175 -2.521152 -0.460429 0.0 0.0 0.0 0.36
H 3.760155 -1.801753 0.981587 0.0 0.1 0.1 0.34
H -1.634810 0.426658 -1.435670 0.1 0.0 0.3 0.40
```
Forces are in eV/Å.

The multiplicity is 3. For the electronic energy, the calculation gives -15400.5993 eV. The gap between HOMO and LUMO (spin up / spin down) is 5.944 / 7.070 eV. The net charge is +2. The HOMO energy (spin up / spin down) comes out at -12.206 / -16.801 eV.

4 unconnected molecules or ions with the total composition C5H15NO3 in a non-equilibrium geometry, computed with the ωB97M-V functional and the def2-TZVPD basis.

Structure (XYZ):
```
24
Properties=species:S:1:pos:R:3:forces:R:3:mulliken_charge:R:1
C 1.496859 -1.762539 -0.959194 1.5 -3.3 -1.6 -0.83
C 0.279584 -1.284764 -0.834253 -1.1 -1.2 -0.7 0.23
N -0.828144 -2.131215 -0.868889 -3.2 1.8 -0.2 -0.52
C -0.128573 0.114246 -0.679982 0.6 2.4 -4.0 -0.08
C 0.012730 1.032094 -1.780495 0.6 -3.1 5.4 -0.10
C -0.246327 2.425279 -1.313603 -1.6 0.6 -2.9 -0.96
H 1.880158 -2.797938 -1.352399 -1.9 1.4 1.0 0.17
H 2.387435 -1.306556 -0.745457 1.6 2.3 0.5 0.36
H -1.716764 -1.601577 -1.103676 1.6 -1.2 0.3 0.24
H -0.892688 -3.087392 -1.149654 0.8 -0.3 -0.3 0.19
H -0.721425 0.425080 0.176840 0.4 -0.1 0.1 0.14
H 0.496392 0.695935 -2.698559 -0.2 0.4 0.2 0.40
H -0.702012 2.372817 -0.343830 -0.6 0.1 0.3 0.29
H -0.946517 2.877806 -2.125110 1.1 0.1 1.7 0.28
H 0.643727 3.021130 -1.173936 0.4 0.2 -0.5 0.22
O 1.019444 2.611375 2.090999 1.4 -0.1 -0.8 -0.61
H 0.127303 2.865110 2.144384 -2.2 0.2 0.9 0.32
H 1.151728 2.886120 1.176966 0.8 -0.2 -0.1 0.29
O -1.269567 -0.011474 2.332349 -2.4 4.6 -0.1 -0.62
H -0.499417 -0.457266 2.484520 2.3 -2.7 0.5 0.34
H -2.037664 -0.496568 2.115806 -0.4 -1.4 -0.1 0.27
O 0.179979 -2.176871 1.775723 -2.2 -3.9 7.5 -0.64
H -0.473937 -2.577942 1.315006 -2.2 -0.9 -3.2 0.29
H 0.787703 -1.634887 1.516443 5.0 4.3 -3.8 0.33
```
Forces are in eV/Å.

The multiplicity is 1. For the electronic energy, the calculation gives -13057.2198 eV. The gap between HOMO and LUMO is 9.254 eV. The energy above the lowest of the compared OMol25 structures with the same formula, charge and spin is 440.0 kJ/mol. As for the SMILES: C=C(N)/C=C/C.O.O.O. The HOMO energy comes out at -8.515 eV.

2 unconnected molecules or ions with the total composition C4H12N3S in a non-equilibrium geometry, computed with the ωB97M-V functional and the def2-TZVPD basis.

Structure (XYZ):
```
20
Properties=species:S:1:pos:R:3:forces:R:3:mulliken_charge:R:1
C 0.058625 1.537221 0.379170 0.4 -0.1 -0.7 -1.25
N 0.649675 1.256614 -0.926283 -0.3 0.8 1.0 -0.39
C -0.297477 1.084696 -2.024497 0.8 -2.2 0.1 -0.44
N -0.267553 -0.277493 -2.582885 -0.2 -0.1 -0.6 -0.62
C -0.510805 0.413704 1.286993 2.0 3.1 3.3 1.61
C 0.505250 -0.683497 1.677978 -1.1 -0.7 -1.4 -0.90
S 0.783655 -1.945722 0.325725 0.2 0.1 0.4 -0.60
N -1.419310 0.916955 2.109683 1.7 -0.1 0.5 -0.89
H 0.865881 2.035909 0.937084 -0.1 -0.6 0.5 0.33
H -0.689221 2.314612 0.369490 -0.5 0.2 -0.5 0.49
H 1.290645 0.483022 -0.768656 -0.3 -0.3 -0.7 0.28
H -1.314938 1.104942 -1.633254 0.0 1.0 0.0 0.35
H -0.053172 1.813682 -2.806696 -0.6 -0.1 0.0 0.31
H 0.415267 -0.494658 -3.295998 0.2 0.6 0.1 0.20
H -0.121024 -0.967069 -1.848642 -0.1 0.1 0.3 0.20
H -1.849862 -0.788258 0.076891 1.7 1.0 0.5 0.13
H 0.063127 -1.236002 2.515558 0.6 0.4 0.2 0.32
H 1.487610 -0.225343 1.812030 -0.3 0.1 0.6 0.25
H -1.245196 -0.273672 0.499660 -3.4 -2.8 -3.1 -0.63
H -1.273199 0.461695 3.019669 -0.7 -0.4 -0.3 0.25
```
Forces are in eV/Å.

The multiplicity is 1. For the electronic energy, the calculation gives -19645.2692 eV. The gap between HOMO and LUMO is 6.589 eV. The energy above the lowest of the compared OMol25 structures with the same formula, charge and spin is 472.6 kJ/mol. The net charge is -1. The HOMO energy comes out at -2.999 eV.

A molecular structure, C7H14F3NO3P in a non-equilibrium geometry, computed with the ωB97M-V functional and the def2-TZVPD basis.

Structure (XYZ):
```
29
Properties=species:S:1:pos:R:3:forces:R:3:mulliken_charge:R:1
C 0.503550 -1.173277 -3.285721 0.0 1.6 -1.3 -1.53
C -2.003200 -0.884522 -1.695578 3.4 1.2 -1.6 -1.88
C -0.755563 1.755147 3.443380 2.7 -0.6 -1.0 -1.14
C 0.418652 -1.440423 -1.866422 0.2 0.3 1.3 -0.43
C -0.579471 -0.558202 -1.176723 -2.0 -0.8 3.2 0.89
C 0.437293 0.894918 2.777006 -2.0 1.1 -0.1 -0.34
C 0.490265 -0.447821 3.091235 1.0 -0.8 -1.2 0.84
N 0.882769 1.239292 1.307986 2.8 -0.4 1.2 -0.51
O 2.200582 0.798647 -1.423876 -0.2 0.5 0.4 -0.58
O 0.753598 3.041370 -1.350701 0.6 -0.3 0.3 -0.69
O -0.384673 0.864250 -1.317506 0.2 -0.3 -0.9 -0.33
F 0.326499 -0.946947 4.290393 -1.2 0.7 1.5 -0.28
F -0.718342 -1.465810 2.313639 0.5 0.4 0.1 -0.62
F 1.582011 -1.142623 2.663011 0.1 0.1 -1.2 -0.32
P 0.990268 1.601593 -1.191824 -0.9 0.2 0.4 1.07
H 1.444543 -1.430264 -3.637854 1.9 -0.6 -0.9 0.41
H 0.371312 -0.135703 -3.529826 0.1 0.8 0.0 0.33
H -0.204184 -1.649764 -3.887023 -1.3 -1.1 -0.8 0.45
H -2.726787 -0.222076 -1.453920 -2.2 2.1 1.9 0.54
H -2.022946 -0.722325 -2.770416 0.3 -0.8 -0.5 0.38
H -2.202832 -1.840939 -1.379031 -0.8 -2.3 0.4 0.45
H -0.615795 1.691200 4.553547 -0.2 0.5 -1.0 0.28
H -0.565496 2.747980 2.989100 -0.3 -0.1 0.9 0.32
H -1.766514 1.478788 3.184219 -0.3 -0.4 -0.2 0.25
H 1.368983 -1.312391 -1.402069 0.7 0.2 0.3 0.37
H 0.222451 -2.481957 -1.783531 -0.8 -0.9 0.8 0.57
H -0.584454 -0.722696 -0.012050 0.1 0.0 -2.1 -0.15
H 1.545415 0.411807 1.157954 -1.0 1.4 0.0 0.35
H 1.592062 2.052747 1.392602 -1.4 -1.6 0.1 0.31
```
Forces are in eV/Å.

The multiplicity is 1. For the electronic energy, the calculation gives -32560.8240 eV. The gap between HOMO and LUMO is 6.767 eV. The energy above the lowest of the compared OMol25 structures with the same formula, charge and spin is 188.1 kJ/mol. The net charge is -1. The HOMO energy comes out at -3.512 eV.

A gas-phase ion, C6H14NO (charge +1) in a non-equilibrium geometry, computed with the ωB97M-V functional and the def2-TZVPD basis.

Structure (XYZ):
```
22
Properties=species:S:1:pos:R:3:forces:R:3:mulliken_charge:R:1
C 2.138714 0.415768 1.720380 0.7 -0.3 0.7 -0.71
N 1.799542 0.034623 0.394311 -2.5 0.0 -2.1 0.66
O 2.336002 -0.831200 -0.193806 1.0 -0.5 0.3 -0.32
C 0.644892 0.712723 -0.319585 -0.4 -1.2 3.0 -1.01
C -0.797249 -0.155030 -0.412218 1.5 2.0 0.4 1.46
C -1.694650 0.977657 -0.948864 0.6 -1.0 0.0 -1.72
C -0.445564 -1.171315 -1.447293 -0.3 0.3 0.0 -1.43
C -1.253051 -0.737615 0.923548 2.3 -0.9 -1.7 -1.58
H 1.271186 0.174266 2.322289 -0.2 -0.2 0.4 0.36
H 2.251435 1.489983 1.755529 0.2 0.3 0.0 0.35
H 3.035582 -0.140170 1.984270 -0.1 0.2 0.3 0.32
H 0.465680 1.550370 0.347022 -0.1 0.6 -0.8 0.45
H 1.077830 0.794876 -1.278634 -0.1 0.9 -1.2 0.47
H -1.694006 1.818859 -0.301094 -0.4 0.6 0.8 0.46
H -1.376540 1.350986 -1.897023 0.6 0.1 -0.8 0.44
H -2.674543 0.608344 -1.131132 -1.0 -0.3 0.2 0.44
H 0.397449 -1.786737 -1.110206 0.0 0.2 -0.6 0.35
H -1.255381 -1.837724 -1.653982 -0.7 -0.4 -0.1 0.41
H -0.303616 -0.515651 -2.309850 0.6 -1.0 -0.5 0.44
H -0.414716 -1.445743 1.156152 -1.1 0.1 0.4 0.37
H -2.159264 -1.266526 0.690746 -0.4 -0.4 0.4 0.45
H -1.349733 -0.040742 1.709440 -0.4 0.9 0.8 0.36
```
Forces are in eV/Å.

The multiplicity is 1. For the electronic energy, the calculation gives -9976.5656 eV. The gap between HOMO and LUMO is 9.065 eV. The energy above the lowest of the compared OMol25 structures with the same formula, charge and spin is 355.0 kJ/mol. As for the SMILES: C[N+](=O)CC(C)(C)C. The net charge is +1. The HOMO energy comes out at -15.530 eV.